(1)
Computed, not measured: a structure of composition C16H10AgFI2NO, with ωB97M-V with the def2-TZVPD basis set.

Calculated values
frontier orbital gap = 6.10 eV
E_LUMO = 2.2185 eV
multiplicity = 1
molar mass = 612.9 g mol⁻¹
total charge = -1

```
32
Properties=species:S:1:pos:R:3:forces:R:3:nbo_charge:R:1
Ag 0.378 0.088 0.851 0.1 0.1 0.0 0.64
I -0.929 -1.148 -4.332 0.0 -0.2 0.0 0.10
C -1.112 0.641 -3.294 -0.1 0.3 -0.1 -0.33
C -1.414 1.804 -4.011 0.0 -0.2 0.1 -0.22
C -1.560 3.016 -3.387 0.1 -0.1 0.2 -0.23
I -2.015 4.687 -4.545 0.0 0.1 -0.1 0.08
C -1.407 3.108 -1.978 0.0 0.1 -0.1 -0.11
C -1.551 4.298 -1.230 0.0 0.0 -0.1 -0.16
C -1.400 4.283 0.124 0.0 -0.1 0.2 -0.26
C -1.087 3.067 0.756 -0.1 0.2 0.0 0.04
N -0.945 1.947 0.095 0.2 -0.2 -0.3 -0.44
C -1.096 1.933 -1.253 0.0 -0.1 0.2 0.06
C -0.930 0.615 -1.895 -0.1 0.1 0.0 0.46
O -0.668 -0.406 -1.216 0.1 0.0 -0.1 -0.75
H -1.535 1.737 -5.084 0.0 0.0 0.0 0.22
H -1.787 5.219 -1.748 0.0 0.0 0.0 0.22
H -1.514 5.186 0.710 0.0 0.0 0.0 0.21
H -0.950 3.020 1.831 0.0 0.0 0.0 0.19
F 0.710 -6.201 2.153 0.0 0.0 0.0 -0.35
C 1.046 -4.877 2.131 0.0 0.0 0.0 0.34
C 1.628 -4.348 0.999 0.1 0.1 0.0 -0.28
C 1.956 -3.001 0.977 0.0 -0.1 -0.1 -0.22
C 1.722 -2.151 2.070 0.1 0.1 0.1 -0.01
C 2.019 -0.697 2.007 -0.3 -0.3 0.0 -0.89
C 1.143 -2.749 3.198 0.0 0.0 0.1 -0.24
C 0.796 -4.096 3.236 0.0 0.1 0.1 -0.28
H 1.807 -4.983 0.140 0.0 0.0 0.0 0.21
H 2.377 -2.579 0.071 0.0 0.0 0.0 0.21
H 2.925 -0.486 1.439 0.0 0.0 0.0 0.20
H 2.105 -0.253 2.998 0.0 0.0 0.0 0.19
H 0.948 -2.135 4.072 0.0 0.0 0.0 0.20
H 0.341 -4.539 4.113 0.0 0.0 0.0 0.21
```
Positions in Å, forces in eV/Å.


(2)
Computed, not measured: a structure of composition C16H10BCo2NO6 in a non-equilibrium geometry, with ωB97M-V with the def2-TZVPD basis set.

Calculated values
frontier orbital gap = 6.60 eV
E_LUMO = -1.6109 eV
multiplicity = 1
molar mass = 440.9 g mol⁻¹
total charge = 0

```
36
Properties=species:S:1:pos:R:3:forces:R:3:nbo_charge:R:1
O 0.476 -0.667 4.149 -1.0 0.3 -1.5 -0.46
C -0.102 -0.503 3.165 1.5 0.0 1.5 0.59
Co -1.017 -0.195 1.688 -1.7 -2.5 1.9 -0.10
C -1.521 -1.093 0.220 0.8 -2.8 -2.0 0.50
O -1.714 -1.852 -0.629 -0.1 1.6 1.2 -0.51
C -2.277 -1.091 2.485 -3.0 -1.5 2.0 0.56
O -3.070 -1.752 3.011 1.7 1.1 -1.1 -0.47
C -0.624 1.547 1.170 1.6 1.5 -0.7 -0.62
C 0.303 0.666 0.817 -1.1 2.3 -0.3 0.20
C 1.514 0.176 0.224 1.3 0.7 -0.4 -0.54
C 1.678 0.386 -1.274 0.1 0.3 0.4 0.06
C 2.974 0.423 -1.786 -0.1 -0.1 -0.1 -0.23
C 3.158 0.479 -3.166 -0.2 -0.1 0.0 -0.19
C 2.053 0.542 -4.018 -0.3 -0.1 -0.1 -0.21
C 0.753 0.595 -3.487 0.5 0.0 -0.2 -0.19
C 0.570 0.531 -2.111 0.5 0.1 -0.3 -0.24
Co -2.568 1.465 0.658 0.9 -0.7 0.6 0.04
C -3.680 1.135 1.980 -1.9 1.1 2.7 0.47
O -4.479 1.007 2.810 1.4 -0.1 -1.7 -0.50
C -3.408 0.572 -0.597 -0.7 -1.2 -3.5 0.44
O -4.026 0.059 -1.434 0.7 0.9 1.8 -0.50
C -2.915 3.136 0.300 -1.0 2.5 -0.1 0.57
O -3.150 4.244 0.073 0.6 -2.0 0.3 -0.48
H -0.496 2.471 1.726 0.2 0.1 -0.1 0.28
H 2.412 0.505 0.790 -0.5 0.5 -0.3 0.28
H 3.832 0.428 -1.096 -0.4 -0.2 -0.4 0.22
H 4.164 0.443 -3.568 -0.1 0.1 0.0 0.22
H 2.193 0.544 -5.107 0.0 0.1 0.6 0.22
H -0.111 0.672 -4.152 0.3 0.0 0.2 0.22
H -0.418 0.667 -1.700 -0.2 -0.2 0.1 0.22
H 1.523 -0.857 0.468 0.1 -1.5 -0.2 0.21
B 1.329 -2.792 1.156 -1.7 -1.4 -1.4 0.26
H 0.088 -2.855 1.203 1.5 0.2 0.0 -0.02
H 1.882 -3.146 0.119 -0.2 0.7 0.8 -0.01
C 2.064 -2.776 2.456 2.5 -1.3 4.0 -0.07
N 2.610 -3.112 3.458 -1.8 1.4 -3.3 -0.21
```
Positions in Å, forces in eV/Å.


(3)
Computed, not measured: a structure of composition C16H10Cl4NO5Ti in a non-equilibrium geometry, with ωB97M-V with the def2-TZVPD basis set.

Calculated values
⟨S²⟩ = 0.755
frontier orbital gap (spin up / spin down) = 6.96 / 7.27 eV
E_LUMO (spin up / spin down) = -0.8760 / -0.9653 eV
multiplicity = 2
molar mass = 485.9 g mol⁻¹
total charge = 0

```
37
Properties=species:S:1:pos:R:3:forces:R:3:nbo_charge:R:1
Ti -1.383 0.782 -1.160 -2.1 0.0 0.7 1.38
O -2.241 3.881 -3.324 0.2 -0.4 0.4 -0.72
Cl -1.720 2.717 -2.715 -0.1 0.6 -0.8 2.48
O -2.819 1.771 -2.309 0.2 0.7 -0.5 -0.78
O -1.051 2.985 -1.411 -0.2 0.0 -0.6 -0.80
O -0.778 1.990 -3.528 -0.6 0.6 0.2 -0.75
Cl 0.498 -2.697 -3.930 0.1 0.0 0.1 0.05
C 1.244 -1.843 -2.630 0.5 -0.5 -0.3 -0.10
C 2.599 -2.110 -2.304 -0.3 -0.2 -0.3 -0.21
C 3.230 -1.422 -1.324 0.2 0.2 0.3 -0.05
Cl 4.900 -1.763 -0.965 -0.2 0.1 0.0 0.01
C 2.545 -0.411 -0.594 0.2 -0.1 0.0 -0.04
C 3.125 0.442 0.369 0.3 -0.2 -0.1 -0.11
C 2.378 1.428 0.926 -0.4 0.3 0.2 -0.26
C 1.016 1.539 0.586 0.3 0.4 0.7 0.11
N 0.424 0.734 -0.250 1.6 -0.5 -0.1 -0.51
C 1.195 -0.211 -0.892 -0.1 -0.1 -0.1 0.09
C 0.531 -0.916 -1.939 -0.4 0.5 0.4 0.35
O -0.729 -0.570 -2.188 1.0 -1.2 -0.8 -0.70
H 3.133 -2.866 -2.863 0.0 0.0 0.0 0.25
H 4.169 0.322 0.630 0.0 0.0 0.0 0.24
H 2.804 2.126 1.633 0.0 0.0 0.0 0.23
H 0.393 2.306 1.029 0.0 0.0 0.1 0.22
Cl -2.395 1.967 1.075 0.0 0.1 0.3 0.05
C -1.888 0.523 1.960 -0.1 0.2 -0.1 0.05
C -1.318 0.654 3.206 0.1 -0.1 0.1 -0.27
C -0.819 -0.491 3.819 0.0 0.0 -0.1 -0.24
C -0.918 -1.710 3.159 0.0 0.0 0.0 -0.20
C -1.516 -1.799 1.907 0.1 -0.1 0.1 -0.21
C -2.021 -0.672 1.256 -0.2 0.0 0.0 -0.06
C -2.598 -0.649 -0.107 0.0 0.0 0.4 -0.84
H -1.250 1.625 3.680 0.0 0.0 0.0 0.23
H -0.354 -0.423 4.794 0.0 0.0 0.0 0.22
H -0.540 -2.608 3.632 0.0 0.0 0.0 0.22
H -1.603 -2.759 1.411 0.0 0.0 0.0 0.22
H -3.608 -0.232 -0.083 -0.1 0.0 0.0 0.22
H -2.632 -1.638 -0.556 0.1 0.0 0.0 0.23
```
Positions in Å, forces in eV/Å.